# 1
Formula: FOPS
Source: the Open Molecules 2025 dataset
Level of theory: the ωB97M-V functional and the def2-TZVPD basis

The geometry in XYZ format:
```
4
Properties=species:S:1:pos:R:3:forces:R:3:mulliken_charge:R:1
O 1.760 -0.163 -0.093 -0.5 0.5 0.0 -0.4947
F -1.770 -0.774 -0.026 0.7 1.6 0.0 -0.5817
P -0.284 1.385 0.037 -1.1 -0.6 -0.1 0.4318
S 0.294 -0.448 0.082 0.9 -1.5 0.1 0.6446
```
Forces are in eV/Å.

Values from the calculation:
LUMO energy, eV: -3.3
ΔE to the lowest compared entry with this formula, charge and spin, kcal per mole: 135.38
HOMO, eV: -10.41
Gap between HOMO and LUMO, hartree: 0.260

---

# 2
Formula: C17H30Cl6IP
Source: the Open Molecules 2025 dataset
Level of theory: the ωB97M-V functional and the def2-TZVPD basis

The geometry in XYZ format:
```
55
Properties=species:S:1:pos:R:3:forces:R:3:mulliken_charge:R:1
C -2.766 1.132 1.305 1.4 -0.1 0.1 -0.9459
C -1.497 0.326 0.813 0.8 0.0 -0.8 0.8518
C -1.082 -0.937 1.411 1.4 0.4 -1.5 -0.6199
C 0.131 -1.644 0.936 -0.7 2.6 -1.6 -0.6926
C 0.908 -1.037 -0.158 -0.5 0.5 0.4 0.6413
C 2.199 -1.711 -0.750 -0.3 0.8 1.2 -0.9565
P 1.977 -1.939 -2.649 -0.7 -0.5 0.0 0.5430
C 1.579 -2.215 -4.509 -0.3 -0.8 -0.6 -1.0593
C 0.375 -1.343 -5.024 0.3 -0.4 0.6 -0.4079
C 0.636 0.214 -5.100 -1.6 -0.3 -0.6 -0.8525
I 2.679 0.805 -5.504 -0.6 0.0 0.1 -0.0041
C 0.504 0.258 -0.761 -1.6 -0.9 1.7 -0.3489
C -0.700 0.942 -0.292 0.9 -2.7 0.6 -0.8025
H -3.085 0.798 2.325 0.0 0.0 -1.1 0.2122
H -2.409 2.190 1.431 -0.7 -1.1 -0.1 0.1413
H -3.580 1.116 0.537 0.6 -0.1 0.8 0.2695
H -1.670 -1.400 2.246 0.5 0.7 -0.9 0.2790
H 0.473 -2.616 1.358 -0.4 0.9 -0.3 0.3486
H 3.064 -1.002 -0.578 -0.7 -0.8 -0.2 0.3973
H 2.448 -2.677 -0.233 -0.4 0.8 -0.4 0.3543
H 3.032 -2.931 -2.703 -0.2 0.5 0.0 -0.0110
H 0.622 -2.363 -2.368 0.3 0.4 -0.2 -0.0504
H 2.285 -0.559 -2.846 0.0 -0.3 -0.1 -0.2092
H 1.233 -3.296 -4.565 0.4 1.0 0.1 0.3109
H 2.500 -2.170 -5.160 -0.9 0.2 0.5 0.5106
H -0.469 -1.485 -4.279 0.8 0.2 -0.7 0.2293
H -0.018 -1.780 -5.988 0.6 0.8 0.8 0.3393
H 0.244 0.760 -4.197 0.9 -0.6 -0.8 0.3005
H 0.024 0.602 -5.965 0.9 -0.2 0.9 0.4384
H 1.111 0.698 -1.596 -0.7 -0.4 1.1 0.3520
H -0.980 1.934 -0.773 0.2 -2.6 0.3 0.5066
Cl -0.351 4.769 3.356 0.0 0.1 -0.2 -0.1131
C -0.115 5.630 1.815 0.0 0.1 -0.1 -0.4750
C -1.150 5.243 0.784 0.0 0.2 -0.1 -0.6315
Cl -0.947 3.557 0.231 0.3 2.0 0.6 -0.1830
H 0.897 5.427 1.464 -0.1 -0.1 0.0 0.3293
H -0.191 6.696 2.033 -0.1 -0.1 0.0 0.3050
H -1.053 5.879 -0.097 0.1 0.0 0.1 0.3345
H -2.163 5.351 1.173 0.1 -0.1 0.0 0.3215
Cl -0.900 3.841 6.336 0.0 -0.1 0.2 -0.1895
C -2.577 4.352 6.644 -0.1 0.1 0.1 -0.4176
C -3.492 3.178 6.912 -0.1 0.1 0.1 -0.4645
Cl -3.742 2.176 5.459 0.0 0.0 0.0 -0.1413
H -2.915 4.936 5.788 0.1 -0.1 0.0 0.3049
H -2.553 5.007 7.516 0.0 -0.1 0.0 0.3049
H -4.474 3.538 7.220 0.1 0.0 -0.1 0.3064
H -3.101 2.537 7.701 0.1 0.0 -0.1 0.3084
Cl 2.388 -6.505 0.763 0.0 0.0 0.0 -0.1818
C 2.532 -6.990 -0.945 0.1 -0.1 -0.1 -0.5235
C 2.398 -5.813 -1.885 0.1 -0.1 -0.1 -0.3923
Cl 0.745 -5.147 -1.896 0.0 -0.1 0.1 -0.1605
H 1.779 -7.751 -1.146 0.0 0.1 0.0 0.3289
H 3.516 -7.445 -1.062 0.0 0.1 0.0 0.3358
H 2.619 -6.128 -2.905 0.0 0.0 0.1 0.3686
H 3.084 -5.009 -1.620 -0.1 0.0 0.1 0.2604
```
Forces are in eV/Å.

Values from the calculation:
LUMO energy, eV: 0.5
HOMO, eV: -7.72
Gap between HOMO and LUMO, hartree: 0.303
SMILES string: Cc1ccc(C[PH3]CCCI)cc1.ClCCCl.ClCCCl.ClCCCl

---

# 3
Formula: HNO2S2
Source: the Open Molecules 2025 dataset
Level of theory: the ωB97M-V functional and the def2-TZVPD basis

The geometry in XYZ format:
```
6
Properties=species:S:1:pos:R:3:forces:R:3:mulliken_charge:R:1
N -0.256 0.355 0.449 0.9 2.8 1.1 -0.4325
O -0.618 2.922 0.206 -1.1 1.4 1.0 -0.4166
O -0.026 1.441 -1.697 0.5 1.2 -0.1 -0.4495
S 2.211 2.201 0.102 -1.4 -0.7 0.0 0.1312
S -0.022 1.766 -0.291 1.2 -4.5 -1.5 0.8714
H 0.435 -0.298 0.093 -0.1 -0.1 -0.6 0.2960
```
Forces are in eV/Å.

Values from the calculation:
LUMO energy (alpha / beta), eV: -4.6 / -4.6
ΔE to the lowest compared entry with this formula, charge and spin, kcal per mole: 68.97
HOMO (alpha / beta), eV: -10.25 / -10.45
Gap between HOMO and LUMO (alpha / beta), hartree: 0.207 / 0.216

---

# 4
Formula: C16H30AgO10S4
Source: the Open Molecules 2025 dataset
Level of theory: the ωB97M-V functional and the def2-TZVPD basis

The geometry in XYZ format:
```
61
Properties=species:S:1:pos:R:3:forces:R:3:mulliken_charge:R:1
Ag -19.290 11.743 5.240 1.4 1.0 -1.4 1.7789
O -18.630 9.573 0.782 -1.1 0.3 0.4 -0.9428
C -19.534 10.617 0.810 1.9 -0.7 -0.1 -0.9212
C -19.752 11.474 2.109 0.9 0.3 1.5 1.1037
O -18.703 11.983 2.876 -1.3 -0.3 -0.8 -0.8725
H -20.572 10.300 0.542 -0.6 0.0 0.0 0.1340
H -19.230 11.329 0.013 -0.2 0.6 -0.2 0.2906
H -20.410 10.898 2.805 -0.3 -0.6 -0.2 -0.4291
H -20.438 12.295 1.769 -0.3 0.2 -0.4 -0.2754
C -15.352 12.953 7.637 0.6 1.9 1.1 -0.5057
C -14.933 14.197 8.225 -0.2 -1.3 -0.6 0.5087
C -15.735 15.471 7.843 0.3 0.9 -0.4 0.5355
O -15.288 16.557 8.262 -0.4 -0.1 0.3 -0.7700
C -16.886 15.345 7.009 1.5 -0.6 0.3 -0.8021
C -17.181 14.127 6.377 -3.5 0.7 1.5 0.4647
C -16.396 12.883 6.719 1.3 -2.1 -1.6 0.0721
O -16.626 11.789 6.137 -0.8 1.0 0.3 -0.7411
O -18.346 13.998 5.870 1.0 -0.5 -0.4 -0.5341
O -13.954 14.291 8.981 0.1 0.3 0.2 -0.7881
H -14.707 12.101 7.804 -0.2 -0.2 0.0 0.2748
H -17.579 16.169 6.914 0.1 0.1 -0.2 0.3357
C -18.358 6.993 5.402 0.2 0.3 0.0 -1.1180
S -19.316 8.545 5.113 0.4 0.4 -0.3 0.6451
O -18.393 9.623 4.627 -0.4 -1.7 0.7 -0.6387
C -20.151 7.995 3.621 0.2 -0.7 0.0 -0.7597
H -17.565 7.271 6.096 0.1 0.1 -0.2 0.3511
H -17.941 6.629 4.463 0.1 0.1 0.0 0.2940
H -18.942 6.212 5.895 -0.3 0.1 -0.2 0.3197
H -20.856 8.785 3.376 0.1 0.0 -0.3 -0.1179
H -20.632 7.019 3.741 -0.3 0.1 0.4 0.4332
H -19.393 7.859 2.845 0.0 0.7 -0.2 0.3682
C -18.339 12.483 9.381 -0.7 0.0 -0.4 -0.7459
S -19.945 12.284 8.486 1.0 0.4 0.1 0.4916
O -19.737 11.225 7.452 -0.4 -0.1 1.4 -0.5695
C -20.871 11.551 9.879 -0.2 -0.4 0.2 -1.0242
H -17.555 12.677 8.643 -0.1 -0.3 0.0 -0.1154
H -18.170 11.560 9.932 0.2 0.0 0.0 0.3604
H -18.356 13.361 10.028 -0.3 -0.1 0.1 0.3443
H -21.863 11.295 9.504 0.0 0.1 -0.1 0.2383
H -20.979 12.249 10.712 0.1 0.3 -0.2 0.3679
H -20.437 10.636 10.291 0.3 0.0 -0.3 0.3037
C -21.048 14.219 3.489 -0.3 0.7 0.1 -0.5211
S -22.572 14.555 2.583 0.9 0.8 0.5 0.5161
O -23.606 14.991 3.593 -0.3 -0.3 -0.1 -0.7046
C -22.043 16.165 1.883 -0.2 -0.2 -0.4 -0.9892
H -20.199 14.442 2.846 0.1 -0.7 -0.1 0.5048
H -21.084 13.199 3.843 0.3 -0.3 -0.1 -0.3605
H -20.993 14.897 4.343 -0.2 0.1 0.0 0.4872
H -22.747 16.354 1.071 -0.1 0.3 0.1 0.3204
H -21.038 16.219 1.465 0.1 -0.4 0.1 0.3301
H -22.141 16.892 2.687 -0.1 0.0 0.0 0.2871
C -24.236 11.507 6.034 0.4 0.1 -0.2 -1.0274
S -22.973 10.518 5.135 0.1 0.7 -0.5 0.4398
O -21.630 11.167 5.248 -1.5 -0.3 0.2 -0.6292
C -23.559 10.913 3.451 -0.4 -0.8 -0.1 -0.6767
H -24.160 12.580 5.848 0.3 -0.1 -0.3 0.2754
H -24.080 11.344 7.099 -0.2 -0.2 0.0 0.2799
H -25.205 11.155 5.679 -0.1 -0.1 0.2 0.4018
H -24.447 10.351 3.137 -0.1 -0.2 0.6 0.4401
H -22.779 10.493 2.811 0.4 0.7 -0.1 0.1230
H -23.810 11.962 3.302 0.6 0.2 0.1 0.1581
```
Forces are in eV/Å.

Values from the calculation:
Charge: -3
LUMO energy, eV: 5.0
ΔE to the lowest compared entry with this formula, charge and spin, kcal per mole: 26.43
HOMO, eV: 2.71
Gap between HOMO and LUMO, hartree: 0.086

---

Q: Which formula does entry 4 have?
A: C16H30AgO10S4